w | ORCA calculation (ωB97M-V/def2-TZVPD) on a cluster of 2 separate species, C9H16N2O2 in total.

Positions of all 29 atoms, in Å:
C -2.6455 0.2877 -0.2995
C -2.4573 -0.9660 -1.0263
C -1.6358 -2.0125 -0.6806
C -1.2260 -0.7731 1.4344
C 2.4013 -1.5563 -0.7260
C 2.0698 -0.3403 0.0970
C 1.0869 0.5428 -0.4860
C 0.9551 1.6973 0.5738
C 0.2121 2.7866 -0.0897
H -2.5707 0.9651 1.6310
H -3.0139 -1.1033 -2.0207
H -1.7107 -2.9270 -1.2682
H -0.5092 -2.7769 0.8492
H 1.6422 -2.3261 -1.0373
H 3.0094 -1.4512 -1.6969
H 2.8387 -2.2129 -0.0174
H 3.0512 0.1861 0.2592
H 1.7424 -0.9119 1.0431
H 1.6202 1.0271 -1.3960
H -0.0081 0.2395 -0.5635
H 1.9444 2.0554 1.2604
H 0.1771 1.4146 1.3930
H -0.8679 2.6008 -0.1330
H 0.4083 3.8187 0.4643
H 0.6608 2.9080 -0.9527
N -2.2235 0.2331 1.0664
N -0.9140 -1.7924 0.5316
O -3.3322 1.2090 -0.7257
O -0.7049 -0.8220 2.5163

Spin multiplicity: 1
Orbital gap (eV): 9.7421
SMILES: O=c1cc[nH]c(=O)[nH]1.CCCCC
E_LUMO (eV): 0.2
HOMO (Ha): -0.35150

natural (NBO) atomic charge list, values in e, 4 entries:
1 C 0.626
2 C -0.384
3 C 0.049
4 C 0.799

=====

x | ORCA calculation (ωB97M-V/def2-TZVPD) on a cluster of 2 separate species, C9H16N2O2 in total.

Positions of all 29 atoms, in Å:
C -0.3970 2.4069 0.6266
C -1.3092 1.1258 0.8776
C -1.6988 0.2055 -0.3612
C -2.6908 -0.7356 0.3417
C -3.2116 -1.8041 -0.6160
C 3.6502 -1.3768 0.2474
C 2.2790 -1.6129 -0.1652
C 1.4216 -0.5879 -0.5544
C 3.0923 1.0176 -0.3698
H 0.5239 2.0746 0.0140
H -1.0371 3.3081 0.2841
H 0.1006 2.5262 1.7974
H -2.2738 1.4899 1.2783
H -0.7356 0.6055 1.5123
H -2.4329 0.6918 -1.0189
H -1.0141 -0.3559 -1.0327
H -3.5748 -0.1795 0.7195
H -2.4275 -1.4805 1.1295
H -2.4759 -2.4999 -1.2487
H -3.8694 -2.4410 0.0281
H -3.7843 -1.2656 -1.4680
H 4.7206 0.2964 0.8648
H 2.0217 -2.7171 -0.2211
H 0.3533 -0.8494 -0.8160
H 1.2818 1.4948 -1.2575
N 3.8651 0.0501 0.2746
N 1.7227 0.6944 -0.6446
O 4.4448 -2.1221 0.6892
O 3.4554 2.0409 -0.9108

Spin multiplicity: 1
Orbital gap (eV): 9.7274
SMILES: O=c1cc[nH]c(=O)[nH]1.CCCCC
E_LUMO (eV): 0.5
HOMO (Ha): -0.33739

natural (NBO) atomic charge list, values in e, 4 entries:
1 C -0.616
2 C -0.387
3 C -0.418
4 C -0.406

=====

On energetic grounds, w is preferred over the next structure by 35.6 kJ/mol.

=====

w | ORCA calculation (ωB97M-V/def2-TZVPD) on a cluster of 2 separate species, CH3N2S in total.

Positions of all 7 atoms, in Å:
C 0.3538 0.3700 0.0130
N -0.1170 0.7996 1.1265
N 0.3505 -0.5709 -0.8641
S 0.9925 1.9387 0.4369
H -2.2764 -0.6051 1.7190
H -0.2295 -1.3952 -0.7332
H 0.9262 -0.5370 -1.6979

Spin multiplicity: 1
Orbital gap (spin up / spin down) (eV): 6.5477 / 10.3551
Net charge: +1
E_LUMO (spin up / spin down) (eV): -8.0 / -5.4
HOMO (spin up / spin down) (Ha): -0.53364 / -0.57891

natural (NBO) atomic charge list, values in e, 4 entries:
1 C 0.334
2 N -0.329
3 N -0.698
4 S 0.762

=====

x | ORCA calculation (ωB97M-V/def2-TZVPD) on the ion CH3N2S with charge +1.

Positions of all 7 atoms, in Å:
C -0.8618 0.2581 -0.1265
N -1.5688 -1.1459 -0.2191
N 0.3391 0.6817 -0.2360
S -2.4912 0.3656 0.0447
H -1.4309 -1.7180 0.6167
H 1.1171 0.0421 -0.3908
H 0.5529 1.6762 -0.1839

Spin multiplicity: 1
Orbital gap (eV): 10.0246
Net charge: +1
E_LUMO (eV): -5.2
HOMO (Ha): -0.55921

natural (NBO) atomic charge list, values in e, 4 entries:
1 C 0.286
2 N -0.606
3 N -0.658
4 S 0.661

=====

y | ORCA calculation (ωB97M-V/def2-TZVPD) on the ion CH3N2S with charge +1.

Positions of all 7 atoms, in Å:
C 0.0639 -0.3392 -0.0580
N -0.5383 -0.6653 1.0374
N -0.0081 0.5937 -0.9559
S 0.8638 -1.6630 0.5680
H -0.5539 0.1433 1.8224
H -0.6571 1.3171 -0.8017
H 0.8298 0.6134 -1.6122

Spin multiplicity: 1
Orbital gap (eV): 9.4997
Net charge: +1
E_LUMO (eV): -5.6
HOMO (Ha): -0.55495

natural (NBO) atomic charge list, values in e, 4 entries:
1 C 0.341
2 N -0.599
3 N -0.677
4 S 0.575

=====

On energetic grounds, y is preferred over the next structure by 10.9 kJ/mol.

=====

w | ORCA calculation (ωB97M-V/def2-TZVPD) on a structure of composition C3H5NO4.

Positions of all 13 atoms, in Å:
C 0.5875 0.9517 0.1104
C -0.8964 0.4738 0.2153
C -1.5066 -0.1537 -1.0114
H 0.5995 -1.4022 -0.4958
H 2.5227 0.2496 0.4822
H -1.4024 1.3701 0.6763
H -0.1846 -0.8774 1.4864
H -2.4808 0.3191 -1.8182
N 1.4584 -0.0298 0.4598
O 1.1092 -1.3312 0.3061
O 0.8712 2.0167 -0.3125
O -0.9615 -0.3420 1.3653
O -0.8152 -1.2286 -1.2884

Spin multiplicity: 1
Orbital gap (eV): 9.1188
E_LUMO (eV): -0.7
HOMO (Ha): -0.36161

natural (NBO) atomic charge list, values in e, 4 entries:
1 C 0.640
2 C -0.133
3 C 0.430
4 H 0.497

=====

x | ORCA calculation (ωB97M-V/def2-TZVPD) on a structure of composition C3H5NO4.

Positions of all 13 atoms, in Å:
C -1.0628 -0.5094 -0.4821
N 0.3250 -0.6201 -1.0102
C 1.0932 -0.2557 0.0601
C -1.0222 1.0910 0.3229
O 2.1603 0.4892 -0.2085
O -1.3330 -1.3874 0.4447
O 0.9587 -0.8427 1.1828
O -0.7048 2.1174 -0.1966
H 2.6930 0.5995 0.5933
H -0.2295 -1.3079 1.1584
H 0.5221 -0.0974 -1.8534
H -1.7884 -0.3171 -1.2792
H -1.6118 1.0408 1.2678

Spin multiplicity: 1
Orbital gap (eV): 8.7546
E_LUMO (eV): 0.2
HOMO (Ha): -0.31357

natural (NBO) atomic charge list, values in e, 4 entries:
1 C 0.214
2 N -0.637
3 C 0.929
4 C 0.339

=====

On energetic grounds, x is preferred over the next structure by 237.2 kJ/mol.

=====

w | ORCA calculation (ωB97M-V/def2-TZVPD) on a structure of composition C6H24MnN12O6.

Positions of all 49 atoms, in Å:
Mn -0.1107 -0.2643 0.3661
C -2.0112 -1.0547 2.9004
O -1.0660 -1.0268 2.1031
N -3.0731 -1.8716 2.6695
N -2.0021 -0.3052 4.0188
H -3.9416 -1.9091 3.1687
H -2.8742 -2.5079 1.9150
H -1.2072 0.3063 4.0774
H -2.7145 -0.3015 4.7247
C 1.0239 -2.9611 -1.1394
O 0.4009 -2.1509 -0.4409
N 1.0814 -2.8702 -2.4978
N 1.6705 -4.0129 -0.5867
H 0.4722 -2.2580 -3.0073
H 1.8309 -3.3933 -2.9170
H 1.6503 -4.0371 0.4194
H 1.8278 -4.8967 -1.0403
C -0.9308 2.8171 1.1598
O -0.7169 1.6077 1.0939
N -0.6782 3.5328 2.2953
N -1.5001 3.5008 0.1328
H -0.2006 3.0179 3.0124
H -0.5849 4.5323 2.2376
H -1.8530 4.4308 0.2800
H -1.8936 2.9432 -0.6042
C -2.9370 -0.3301 -1.5551
O -1.8991 -0.0948 -0.9313
N -3.1346 0.0959 -2.8273
N -3.9844 -0.9733 -0.9724
H -4.0140 -0.1198 -3.2638
H -2.5397 0.7705 -3.2689
H -3.9705 -1.1776 0.0089
H -4.7553 -1.2966 -1.5297
C 3.0134 0.2189 1.1670
O 1.7886 0.0546 1.1840
N 3.6093 1.4266 1.2807
N 3.8497 -0.8424 0.9910
H 3.0840 2.2821 1.2587
H 4.5587 1.5132 1.6012
H 4.8434 -0.7710 0.8762
H 3.3927 -1.7304 1.0948
C 1.6929 1.1267 -2.0813
O 0.7801 0.7666 -1.3404
N 1.6992 2.3331 -2.6995
N 2.7369 0.2966 -2.3832
H 2.4891 2.6271 -3.2450
H 0.9573 2.9803 -2.5065
H 2.6388 -0.6959 -2.2822
H 3.5011 0.6719 -2.9172

Spin multiplicity: 6
Orbital gap (spin up / spin down) (eV): 10.0047 / 11.1432
Net charge: +2
E_LUMO (spin up / spin down) (eV): -4.3 / -4.3
HOMO (spin up / spin down) (Ha): -0.52622 / -0.56807
<S²>: 8.752

natural (NBO) atomic charge list, values in e, 4 entries:
1 Mn 1.616
2 C 0.815
3 O -0.771
4 N -0.834

=====

x | ORCA calculation (ωB97M-V/def2-TZVPD) on a structure of composition C6H24MnN12O6.

Positions of all 49 atoms, in Å:
Mn 0.0507 0.0129 0.1081
C 0.8230 -1.7121 -2.6068
O 1.0497 -1.1265 -1.5432
N 0.9186 -1.3077 -3.8079
N 0.3449 -2.9513 -2.5468
H 1.4294 -0.4414 -3.9009
H 0.6473 -1.8728 -4.5999
H 0.0768 -3.4134 -1.6896
H 0.1469 -3.4231 -3.4176
C -2.1131 -2.2796 0.8395
O -1.2753 -1.4790 0.4910
N -1.9039 -3.5119 1.1755
N -3.3325 -1.9168 1.1650
H -2.3860 -3.8734 1.9861
H -0.9557 -3.8529 1.1061
H -3.5371 -0.9280 1.1412
H -4.0710 -2.5644 1.4000
C -1.9595 1.4210 -1.9534
O -1.4282 1.1398 -0.8435
N -2.2787 2.6185 -2.3229
N -2.0755 0.4650 -2.8185
H -2.3142 3.1922 -1.4925
H -2.8205 2.8436 -3.1451
H -2.1237 -0.5120 -2.5671
H -2.4383 0.8195 -3.6918
C -1.2009 1.7279 2.5719
O -0.6493 1.0413 1.7675
N -0.7705 2.0144 3.7969
N -2.2340 2.4255 2.2515
H -0.0081 1.5165 4.2338
H -1.3943 2.4257 4.4764
H -2.4062 2.3510 1.2591
H -2.6937 2.9542 2.9790
C 2.0607 2.4275 -0.3896
O 1.1436 1.5634 -0.5332
N 1.7863 3.6160 0.0348
N 3.2738 2.2592 -0.8172
H 0.8185 3.8903 0.1260
H 2.5573 4.2634 0.1156
H 3.5952 1.3399 -1.0848
H 3.9512 3.0054 -0.7512
C 2.5853 -1.4330 1.4847
O 1.7359 -0.6415 1.1167
N 3.0202 -1.5731 2.7303
N 3.1836 -2.2881 0.7650
H 2.7403 -0.8835 3.4130
H 3.3971 -2.4412 3.0830
H 2.9603 -2.3072 -0.2199
H 4.0738 -2.6002 1.1259

Spin multiplicity: 6
Orbital gap (spin up / spin down) (eV): 8.9717 / 10.7857
Net charge: +2
E_LUMO (spin up / spin down) (eV): -4.4 / -4.4
HOMO (spin up / spin down) (Ha): -0.49082 / -0.55766
<S²>: 8.752

natural (NBO) atomic charge list, values in e, 4 entries:
1 Mn 1.552
2 C 0.782
3 O -0.757
4 N -0.787

=====

On energetic grounds, w is preferred over the next structure by 249.2 kJ/mol.